No. 1
A molecular structure, C31H28F4N7O19S4Y at a distorted geometry. Source: the Open Molecules 2025 dataset; level of theory: ωB97M-V with the def2-TZVPD basis set.

Properties
relative energy (zero: lowest compared OMol25 entry of this formula, charge and spin)	0.0	kcal/mol
calculated total energy	-5041.00570	a.u.
LUMO level (alpha / beta)	1.08 / 1.08	eV
expectation value of S²	0.765
total charge	-1
orbital gap (alpha / beta)	3.316 / 6.867	eV
2S+1	2

Atoms and positions in Å:
Y -0.512 0.100 0.013
N -1.220 1.915 1.028
S -2.592 2.585 1.220
O -2.815 3.776 0.450
O -3.233 2.452 2.526
F -3.460 1.491 0.439
S -0.575 3.010 2.220
O -0.623 2.550 3.612
O -0.466 4.443 1.868
F 0.840 2.473 1.740
N -2.083 0.038 -1.566
S -2.820 1.158 -2.647
O -4.156 1.695 -2.346
O -2.406 0.935 -4.055
F -1.885 2.407 -2.168
S -3.205 -0.943 -1.940
O -3.399 -1.447 -3.302
O -4.359 -0.949 -1.085
F -2.327 -2.174 -1.409
C 0.639 -3.390 -0.134
O 0.227 -2.158 0.419
H 1.651 -3.661 0.167
H -0.035 -4.181 0.197
H 0.613 -3.404 -1.223
C -1.428 -0.485 7.385
C -0.136 -1.012 7.378
C 0.571 -1.002 6.147
C -0.029 -0.585 4.923
C -1.371 -0.168 4.999
C -2.014 -0.173 6.212
N 0.650 -0.540 3.633
O 1.843 -0.765 3.625
O 0.027 -0.252 2.614
H -2.004 -0.413 8.296
H 0.383 -1.306 8.279
H 1.600 -1.328 6.167
H -1.930 0.299 4.202
H -3.052 0.079 6.369
C 3.068 6.739 -1.884
C 2.194 6.367 -0.856
C 1.638 5.085 -0.977
C 1.815 4.289 -2.130
C 2.766 4.657 -3.058
C 3.358 5.917 -2.956
N 1.077 3.011 -2.257
O 0.720 2.360 -1.292
O 1.058 2.528 -3.387
H 3.491 7.731 -1.937
H 1.994 7.099 -0.088
H 0.867 4.861 -0.255
H 3.032 4.047 -3.909
H 3.919 6.340 -3.777
C 6.376 -1.759 0.746
C 6.655 -0.390 0.442
C 5.638 0.547 0.279
C 4.287 0.108 0.369
C 3.997 -1.228 0.689
C 5.016 -2.203 0.743
N 3.112 1.031 0.332
O 1.938 0.564 0.253
O 3.342 2.246 0.394
H 7.124 -2.538 0.752
H 7.663 -0.050 0.254
H 5.835 1.593 0.100
H 2.952 -1.496 0.728
H 4.768 -3.254 0.783
C 0.264 -2.461 -6.686
C -0.658 -1.728 -5.924
C -0.249 -1.330 -4.693
C 1.048 -1.497 -4.237
C 2.028 -1.930 -5.157
C 1.603 -2.570 -6.363
N 1.458 -1.041 -2.834
O 2.575 -1.327 -2.486
O 0.661 -0.326 -2.194
H -0.062 -2.932 -7.602
H -1.687 -1.516 -6.175
H -0.849 -0.727 -4.027
H 3.068 -1.905 -4.868
H 2.296 -3.151 -6.953
C -5.664 -4.380 0.600
C -6.377 -3.252 0.974
C -5.707 -2.181 1.530
C -4.277 -2.213 1.571
C -3.596 -3.392 1.238
C -4.315 -4.499 0.751
N -3.528 -1.045 2.004
O -4.096 -0.354 2.859
O -2.412 -0.922 1.520
H -6.189 -5.248 0.229
H -7.454 -3.283 1.041
H -6.203 -1.245 1.743
H -2.522 -3.441 1.343
H -3.759 -5.372 0.443


No. 2
A molecular structure, C20H27CrN3S2 at a distorted geometry. Source: the Open Molecules 2025 dataset; level of theory: ωB97M-V with the def2-TZVPD basis set.

Properties
calculated total energy	-2782.42784	a.u.
LUMO level (alpha / beta)	-12.02 / -10.68	eV
expectation value of S²	3.851
total charge	+3
orbital gap (alpha / beta)	4.975 / 6.316	eV
2S+1	4

Atoms and positions in Å:
Cr -0.810 0.003 -0.188
S -2.028 2.179 -0.315
S -1.910 -2.256 -0.180
C -3.823 2.295 -0.470
C -1.452 2.368 -2.051
C -1.792 1.130 -2.861
N -1.127 -0.071 -2.280
C -1.739 -1.330 -2.792
C -1.347 -2.505 -1.918
H -0.367 2.563 -2.062
H -1.955 3.256 -2.453
H -1.451 1.237 -3.903
H -2.876 0.961 -2.868
H -1.384 -1.482 -3.822
H -2.829 -1.214 -2.812
H -0.257 -2.653 -1.967
H -1.818 -3.435 -2.262
C -3.699 -2.431 -0.323
H -0.161 -0.059 -2.635
H -4.141 -1.638 -0.941
H -4.055 -2.336 0.717
H -3.957 -3.439 -0.689
H -4.177 2.259 0.575
H -4.233 1.450 -1.037
H -4.104 3.271 -0.901
C 4.376 0.196 -1.917
C 4.452 0.250 -0.595
H 4.336 1.100 -2.541
H 4.399 -0.754 -2.469
H 4.480 1.204 -0.051
H 4.540 -0.653 0.023
C 1.505 -3.437 1.510
C 0.829 -2.689 0.555
N 0.617 -1.352 0.639
C 0.980 -0.711 1.785
C 1.637 -1.420 2.828
C 1.908 -2.795 2.684
C 2.134 -0.679 3.950
C 2.051 0.687 4.003
C 1.465 1.440 2.933
C 1.576 2.845 2.877
C 1.133 3.511 1.737
C 0.554 2.760 0.716
N 0.459 1.406 0.742
C 0.890 0.730 1.842
H 1.724 -4.489 1.316
H 0.434 -3.188 -0.344
H 2.459 -3.287 3.487
H 2.626 -1.273 4.743
H 2.470 1.278 4.839
H 2.054 3.349 3.722
H 1.245 4.590 1.605
H 0.159 3.257 -0.182


No. 3
2 unconnected molecules or ions with the total composition Cl2H2NP at a distorted geometry. Source: the Open Molecules 2025 dataset; level of theory: ωB97M-V with the def2-TZVPD basis set.

Properties
relative energy (zero: lowest compared OMol25 entry of this formula, charge and spin)	74.4	kcal/mol
calculated total energy	-1317.62671	a.u.
LUMO level	-0.78	eV
total charge	0
orbital gap	9.559	eV
SMILES	Cl/N=P\Cl.[H][H]

Atoms and positions in Å:
N -0.651 1.418 0.337
P -0.218 -0.090 0.510
Cl -2.280 1.913 0.078
Cl -1.816 -1.237 0.254
H 2.275 -1.123 -0.340
H 2.690 -0.880 -0.840


No. 4
A molecular structure, C43H51IN2TeV at a distorted geometry. Source: the Open Molecules 2025 dataset; level of theory: ωB97M-V with the def2-TZVPD basis set.

Properties
relative energy (zero: lowest compared OMol25 entry of this formula, charge and spin)	6.0	kcal/mol
calculated total energy	-3288.35364	a.u.
LUMO level (alpha / beta)	0.23 / 0.00	eV
expectation value of S²	3.766
total charge	0
orbital gap (alpha / beta)	7.217 / 7.420	eV
2S+1	4

Atoms and positions in Å:
V -0.995 -0.356 0.075
C -2.139 -3.905 3.512
C -0.778 -3.322 3.101
C 0.323 -4.322 3.469
C -0.533 -1.956 3.730
C -0.773 -1.794 5.093
C -0.603 -0.569 5.715
C -0.197 0.528 4.975
C 0.057 0.424 3.610
C 0.544 1.638 2.840
C 1.998 1.946 3.204
C -0.342 2.862 3.069
C -0.094 -0.833 3.014
N 0.188 -0.953 1.598
C 1.182 -1.730 1.287
C 1.640 -2.199 0.002
C 2.787 -3.025 0.128
C 3.452 -3.559 -0.939
C 2.961 -3.264 -2.222
C 1.849 -2.487 -2.397
C 1.123 -1.914 -1.306
N 0.036 -1.109 -1.505
C -0.563 -1.101 -2.835
C -1.399 -2.183 -3.211
C -2.009 -2.166 -4.465
C -1.836 -1.108 -5.331
C -1.029 -0.051 -4.954
C -0.369 -0.018 -3.727
C 0.549 1.184 -3.533
C 0.295 2.026 -2.293
C 2.024 0.825 -3.680
C -1.668 -3.399 -2.332
C -0.895 -4.634 -2.813
C -3.160 -3.737 -2.284
H -2.440 -4.696 2.817
H -2.924 -3.148 3.536
H -2.084 -4.361 4.505
H -0.771 -3.205 2.016
H 0.365 -4.451 4.556
H 1.313 -4.004 3.135
H 0.118 -5.302 3.024
H -1.115 -2.647 5.674
H -0.799 -0.465 6.777
H -0.072 1.490 5.460
H 0.510 1.397 1.780
H 2.084 2.188 4.269
H 2.375 2.797 2.628
H 2.655 1.093 3.009
H -0.229 3.245 4.088
H -1.395 2.639 2.896
H -0.053 3.668 2.387
H 1.787 -2.098 2.113
H 3.148 -3.230 1.132
H 4.322 -4.188 -0.798
H 3.471 -3.654 -3.099
H 1.503 -2.282 -3.398
H -2.643 -3.000 -4.758
H -2.332 -1.096 -6.296
H -0.888 0.784 -5.634
H 0.313 1.827 -4.384
H 0.620 1.529 -1.380
H -0.762 2.268 -2.185
H 0.853 2.967 -2.359
H 2.379 0.232 -2.843
H 2.618 1.745 -3.722
H 2.214 0.264 -4.600
H -1.329 -3.162 -1.327
H -1.185 -4.885 -3.840
H -1.132 -5.499 -2.182
H 0.182 -4.487 -2.792
H -3.478 -4.222 -3.214
H -3.780 -2.850 -2.140
H -3.369 -4.435 -1.469
I -3.503 -1.758 0.852
C -4.570 -0.086 0.226
C -5.919 -0.224 0.078
C -6.700 0.913 -0.237
C -6.103 2.133 -0.336
C -4.700 2.278 -0.167
C -4.108 3.566 -0.225
C -2.764 3.707 -0.058
C -1.957 2.556 0.108
C -2.439 1.263 0.154
C -3.874 1.147 0.073
H -6.394 -1.189 0.215
H -7.770 0.804 -0.370
H -6.691 3.022 -0.542
H -4.750 4.425 -0.391
H -2.313 4.695 -0.076
H -0.882 2.715 0.179
C 5.266 0.672 -1.388
Te 3.734 0.882 0.062
C 4.681 -0.376 1.483
H 6.198 1.084 -1.001
H 4.959 1.230 -2.274
H 5.379 -0.384 -1.645
H 4.971 -1.302 0.980
H 3.953 -0.614 2.264
H 5.545 0.116 1.929


No. 5
A molecular structure, C21H43N2P3RuS at a distorted geometry. Source: the Open Molecules 2025 dataset; level of theory: ωB97M-V with the def2-TZVPD basis set.

Properties
relative energy (zero: lowest compared OMol25 entry of this formula, charge and spin)	0.0	kcal/mol
calculated total energy	-2451.51359	a.u.
LUMO level (alpha / beta)	-7.90 / -12.17	eV
expectation value of S²	8.789
total charge	+3
orbital gap (alpha / beta)	5.894 / 5.007	eV
2S+1	6

Atoms and positions in Å:
Ru 0.063 0.130 -0.791
P -1.436 1.898 -0.588
P -1.510 -1.282 0.546
P 1.806 1.459 -1.405
H -1.315 -2.357 -1.863
C -0.381 -1.865 -2.198
C 0.833 -2.097 -1.541
H 0.900 -2.768 -0.676
C -2.556 1.952 -2.059
C -2.624 2.028 0.794
C -0.819 3.609 -0.509
C -1.123 -3.058 0.821
C -1.883 -0.884 2.310
C -3.180 -1.371 -0.210
C 3.323 0.496 -1.734
C 2.530 2.714 -0.268
C 1.468 2.543 -2.864
H -0.428 -1.466 -3.215
H 1.801 -1.946 -2.047
H -3.205 2.835 -2.029
H -3.151 1.028 -2.062
H -1.957 1.978 -2.980
H -3.273 2.893 0.589
H -2.086 2.221 1.732
H -3.241 1.131 0.897
H -1.698 4.269 -0.562
H -0.154 3.816 -1.352
H -0.295 3.796 0.438
H -1.969 -3.516 1.356
H -0.228 -3.153 1.451
H -0.952 -3.583 -0.121
H -2.767 -1.458 2.631
H -2.082 0.180 2.462
H -1.030 -1.175 2.937
H -3.754 -2.188 0.240
H -3.091 -1.561 -1.280
H -3.723 -0.434 -0.070
H 4.076 1.190 -2.127
H 3.163 -0.309 -2.461
H 3.706 0.053 -0.803
H 3.274 3.278 -0.849
H 3.042 2.245 0.585
H 1.764 3.407 0.100
H 2.208 2.287 -3.636
H 1.565 3.609 -2.624
H 0.480 2.351 -3.295
C 1.637 -1.011 -5.932
C 1.027 -0.434 -7.084
C 1.146 -1.083 -8.313
C 1.885 -2.276 -8.424
C 2.473 -2.855 -7.286
C 2.367 -2.229 -6.049
S 1.529 -0.331 -4.431
H -1.088 0.364 -1.843
H 0.429 0.468 -6.976
H 0.673 -0.661 -9.204
H 1.971 -2.791 -9.392
H 3.024 -3.797 -7.336
H 2.792 -2.657 -5.149
C 1.505 1.873 4.336
N 1.515 0.989 3.177
C 2.218 -0.202 3.020
C 1.903 -0.689 1.770
N 1.010 0.199 1.185
C 0.798 1.186 2.058
H 1.130 1.355 5.225
H 2.509 2.253 4.550
H 0.839 2.714 4.124
H 2.879 -0.604 3.772
H 2.271 -1.575 1.258
H 0.147 2.060 1.930


No. 6
4 unconnected molecules or ions with the total composition C15H34BO6P at a distorted geometry. Source: the Open Molecules 2025 dataset; level of theory: ωB97M-V with the def2-TZVPD basis set.

Properties
calculated total energy	-1409.58324	a.u.
LUMO level	0.52	eV
total charge	0
orbital gap	8.823	eV
SMILES	C[C@H](O)CPB(O)O.C1CCOC1.C1CCOC1.C1CCOC1

Atoms and positions in Å:
C 1.008 -1.275 -2.765
C 1.879 -2.132 -1.784
O 1.709 -1.704 -0.424
C 3.372 -2.179 -2.247
P 4.135 -0.461 -2.557
B 4.359 0.324 -0.814
O 3.621 1.505 -0.527
O 5.179 -0.223 0.186
H 1.044 -0.226 -2.413
H -0.044 -1.612 -2.668
H 1.322 -1.408 -3.814
H 1.518 -3.186 -1.810
H 1.570 -2.486 0.110
H 3.982 -2.646 -1.438
H 3.446 -2.747 -3.191
H 5.427 -0.724 -3.114
H 2.821 1.163 -0.107
H 5.419 -1.110 -0.083
C -0.788 -0.251 4.169
C -0.862 0.314 2.762
C 0.176 -0.512 2.030
O 0.206 -1.796 2.668
C -0.534 -1.725 3.898
H -1.684 -0.075 4.764
H 0.064 0.184 4.699
H -1.855 0.126 2.341
H -0.665 1.384 2.708
H 1.174 -0.068 2.120
H -0.055 -0.634 0.972
H -1.474 -2.270 3.758
H 0.033 -2.209 4.694
C 0.687 4.957 -1.581
C 1.019 4.490 -0.175
C 0.177 3.236 -0.055
O 0.068 2.679 -1.369
C 0.545 3.638 -2.323
H 1.442 5.610 -2.018
H -0.267 5.492 -1.579
H 2.079 4.231 -0.110
H 0.800 5.228 0.596
H -0.834 3.469 0.297
H 0.619 2.498 0.619
H 1.512 3.287 -2.697
H -0.151 3.698 -3.161
C -3.145 -2.240 -0.166
C -3.879 -0.937 -0.427
C -5.312 -1.315 -0.095
O -5.247 -2.326 0.918
C -3.897 -2.790 1.033
H -2.079 -2.114 0.023
H -3.264 -2.911 -1.023
H -3.525 -0.167 0.265
H -3.762 -0.561 -1.443
H -5.823 -1.740 -0.966
H -5.897 -0.469 0.271
H -3.485 -2.402 1.971
H -3.887 -3.881 1.074


No. 7
A molecular structure, I4Y at a distorted geometry. Source: the Open Molecules 2025 dataset; level of theory: ωB97M-V with the def2-TZVPD basis set.

Properties
relative energy (zero: lowest compared OMol25 entry of this formula, charge and spin)	9.4	kcal/mol
calculated total energy	-1229.44528	a.u.
LUMO level	2.43	eV
total charge	-1
orbital gap	7.894	eV

Atoms and positions in Å:
Y -1.546 15.247 1.818
I -0.085 17.083 0.060
I -2.297 16.767 4.244
I 0.723 13.759 3.051
I -4.358 15.425 1.063


No. 8
13 unconnected molecules or ions with the total composition C15H56N18O13 at a distorted geometry. Source: the Open Molecules 2025 dataset; level of theory: ωB97M-V with the def2-TZVPD basis set.

Properties
relative energy (zero: lowest compared OMol25 entry of this formula, charge and spin)	7.0	kcal/mol
calculated total energy	-2568.73451	a.u.
LUMO level	-0.07	eV
total charge	0
orbital gap	8.378	eV

Atoms and positions in Å:
C -3.311 -1.354 0.656
C -3.502 -0.176 1.560
O -3.808 -0.530 2.861
H -4.195 -2.009 0.694
H -2.332 -1.790 0.918
H -3.272 -1.057 -0.386
H -4.408 0.356 1.208
H -2.695 0.519 1.420
H -4.499 0.029 3.111
C -2.402 -4.626 -2.933
C -2.833 -3.149 -2.795
O -1.573 -2.559 -2.621
H -3.349 -5.246 -3.135
H -1.955 -5.127 -2.075
H -1.754 -4.812 -3.758
H -3.378 -2.934 -1.900
H -3.307 -2.803 -3.705
H -1.087 -3.056 -1.990
C 0.252 0.060 -0.156
O 1.092 -0.630 0.718
N -0.515 -0.446 -1.062
N 0.260 1.368 -0.205
H -0.740 -1.384 -1.069
H -1.376 0.061 -1.303
H 0.505 1.799 0.695
H -0.417 1.884 -0.792
C -0.679 5.509 2.539
O 0.671 5.912 2.489
N -1.069 4.271 2.526
N -1.699 6.295 2.819
H -0.439 3.501 2.396
H -2.047 3.976 2.241
H -1.473 7.255 2.585
H -2.729 5.980 2.725
C -2.433 1.870 -1.425
O -3.020 2.234 -0.188
N -2.812 0.804 -2.068
N -1.439 2.449 -2.010
H -3.783 0.506 -1.803
H -2.350 0.343 -2.798
H -1.417 3.442 -1.773
H -0.953 1.947 -2.803
C -0.537 -4.056 1.121
O -0.956 -3.549 -0.117
N -0.989 -5.117 1.669
N 0.434 -3.365 1.718
H -1.789 -5.587 1.212
H -0.750 -5.365 2.633
H 1.010 -2.783 1.190
H 0.896 -3.617 2.592
C -0.244 -0.765 3.679
O 0.993 -1.197 4.034
N -0.718 0.316 4.085
N -0.982 -1.355 2.862
H -0.089 0.648 4.859
H -1.714 0.562 3.968
H -0.469 -2.043 2.228
H -1.972 -1.026 2.702
C 1.764 -3.119 -2.137
O 2.278 -3.520 -0.928
N 1.110 -3.895 -2.964
N 1.830 -1.905 -2.494
H 0.983 -4.862 -2.726
H 0.778 -3.456 -3.772
H 2.270 -1.234 -1.859
H 1.426 -1.477 -3.294
C 2.884 4.224 0.547
O 1.680 4.499 -0.113
N 3.542 3.186 0.227
N 3.566 4.978 1.343
H 3.011 2.643 -0.508
H 4.294 2.839 0.809
H 3.024 5.863 1.607
H 4.350 4.711 2.015
C 3.288 0.747 -1.861
O 4.168 0.633 -2.846
N 3.286 -0.176 -0.936
N 2.384 1.686 -1.772
H 4.031 -0.769 -0.731
H 2.627 -0.161 -0.257
H 2.390 2.327 -2.542
H 1.532 1.489 -1.232
C -0.709 0.499 -4.659
O -0.662 1.083 -5.882
N -1.251 -0.628 -4.398
N -0.078 0.920 -3.610
H -1.905 -0.968 -5.072
H -1.297 -1.309 -3.531
H 0.569 1.716 -3.793
H -0.026 0.346 -2.791
C 1.846 1.862 2.540
O 0.501 2.013 2.451
H 2.311 1.191 1.777
H 2.251 1.398 3.387
H 2.381 2.873 2.490
H 0.138 1.272 2.901
C 4.258 -1.192 2.416
O 3.325 -2.245 2.454
H 5.302 -1.483 2.251
H 4.202 -0.540 3.272
H 4.027 -0.567 1.574
H 2.467 -1.874 2.801